Record 1
{
  "formula": "C27H54N3O15P3",
  "method": "ωB97M-V/def2-TZVPD",
  "largest_force_ha_per_bohr": 0.2164,
  "homo_lumo_gap_ha": 0.2455,
  "smiles": "NCCC1=C(N)C(=O)C=C(N=C=O)C1=O.CCOP(=O)(OCC)OCC.CCOP(=O)(OCC)OCC.CCOP(=O)(OCC)OCC",
  "total_charge": 0,
  "de_lowest_kcal_mol": 144.8,
  "elements": ["C", "H", "O", "C", "H", "H", "H", "H", "H", "H", "O", "O", "H", "H", "H", "H", "H", "H", "H", "H", "O", "O", "H", "P", "H", "H", "H", "H", "C", "O", "C", "N", "H", "C", "C", "H", "H", "C", "H", "H", "C", "O", "H", "P", "C", "O", "C", "C", "H", "H", "C", "O", "H", "H", "O", "H", "H", "O", "H", "H", "C", "H", "C", "O", "C", "C", "N", "N", "C", "H", "H", "C", "H", "C", "H", "H", "C", "C", "O", "C", "O", "H", "C", "H", "H", "O", "P", "H", "H", "C", "C", "H", "H", "H", "H", "H", "H", "C", "H", "C", "H", "H"],
  "positions_angstrom": [[3.587, -4.377, 0.533], [-0.680, -8.575, -3.443], [-3.541, -0.507, 4.925], [-1.247, -0.301, 3.612], [-1.432, -4.974, 2.054], [1.949, 2.083, 1.728], [-2.515, -4.448, 5.183], [-1.395, 0.371, -1.457], [-4.702, -4.352, 2.824], [3.633, -3.680, 1.374], [1.733, -6.809, -1.888], [-2.648, 3.609, -2.480], [5.840, 4.863, -1.913], [3.649, -7.656, -3.641], [-4.435, 6.896, -1.716], [-1.859, -4.239, 0.621], [-3.847, 0.614, -0.806], [-2.941, -6.357, 4.110], [-1.665, 1.065, 0.155], [0.920, -8.098, -4.062], [-1.782, -1.645, 0.028], [0.944, -4.956, -0.687], [3.394, -5.716, -5.196], [3.519, 3.529, -1.080], [-3.966, -3.276, 5.460], [-1.659, 6.675, -0.444], [0.319, 5.137, -1.868], [0.485, 6.446, 0.180], [-5.304, 4.013, 0.810], [-2.789, 4.991, -0.591], [-3.367, -3.851, 4.602], [-3.802, -6.198, 3.527], [-4.487, -6.978, 3.653], [4.996, 5.557, -1.845], [-0.735, -0.590, 2.219], [-3.872, 5.220, 1.906], [0.939, -8.658, -1.593], [-2.737, -2.690, 3.631], [2.288, -3.032, -0.588], [0.517, 4.033, -0.530], [0.796, 0.700, 4.377], [4.769, 2.904, -0.413], [4.574, -4.834, 0.405], [1.447, -5.198, -2.132], [-3.269, 1.435, -1.244], [-5.056, 4.575, -0.476], [-2.622, -1.099, 4.131], [4.152, -6.700, -3.470], [-0.180, -7.322, -1.297], [5.381, 6.512, -1.474], [3.171, -3.659, -0.743], [2.607, 3.386, 0.306], [-5.611, 2.967, 0.711], [-3.457, 1.409, -2.321], [2.962, -4.595, -1.792], [4.662, 3.488, 1.984], [3.224, 3.748, 2.946], [2.008, -5.468, -3.746], [-3.358, 8.238, -1.295], [1.906, 6.771, -0.839], [-1.596, -1.716, 1.362], [-1.192, 2.106, -1.169], [1.390, 6.007, -0.250], [2.013, 0.620, 3.773], [-4.453, -4.847, 3.881], [3.382, -5.556, -4.113], [-2.161, -4.350, 1.632], [-0.591, 0.697, 4.541], [-2.202, -2.979, 2.272], [4.106, 2.212, 3.078], [-4.092, 7.233, -0.021], [3.778, 2.990, 2.383], [5.163, -6.756, -3.883], [2.900, 2.401, 1.289], [5.064, 6.234, -3.898], [-6.175, 4.544, 1.208], [-2.460, 6.282, -1.079], [-3.651, 7.220, -1.023], [-3.743, 2.644, -0.665], [-4.171, 4.171, 1.814], [2.123, 4.227, -1.826], [3.878, -4.594, -3.948], [0.108, -7.819, -3.383], [2.048, 5.743, 0.583], [0.218, -0.066, 1.758], [4.054, 5.084, -0.896], [-3.786, 4.065, -1.533], [3.350, 1.512, 0.839], [-5.439, -5.029, 4.485], [-1.797, 1.233, -0.919], [1.035, 4.803, -1.110], [-0.304, -6.871, -3.746], [4.252, -6.577, -2.387], [3.467, 6.396, -3.128], [-2.070, 6.208, -2.099], [3.979, -2.990, -1.055], [2.906, -5.187, 0.796], [4.359, 5.766, -3.207], [-3.280, 3.606, 1.527], [0.614, -7.679, -1.960], [-4.482, 3.807, 2.798], [4.043, 4.811, -3.640]],
  "lowdin_charge": [-0.07, 0.08, -0.03, -0.12, 0.10, 0.09, 0.13, 0.07, 0.12, 0.08, -0.25, -0.23, 0.11, 0.08, 0.07, 0.09, 0.12, 0.05, 0.05, 0.08, -0.04, -0.24, 0.12, 0.78, 0.12, 0.10, 0.12, 0.07, -0.28, -0.25, -0.14, -0.07, 0.06, -0.30, 0.07, 0.07, 0.12, -0.06, 0.10, 0.11, 0.00, -0.23, 0.08, 0.78, -0.28, -0.27, -0.12, -0.08, 0.11, 0.12, -0.29, -0.27, 0.11, 0.11, -0.27, 0.07, 0.08, -0.27, 0.08, 0.08, -0.14, 0.06, -0.07, 0.01, -0.26, -0.28, 0.07, 0.09, -0.12, 0.07, 0.08, -0.07, 0.08, -0.30, 0.08, 0.12, -0.31, -0.08, -0.27, -0.08, -0.26, 0.11, -0.09, 0.07, 0.13, -0.25, 0.78, 0.11, 0.11, -0.07, -0.28, 0.07, 0.07, 0.08, 0.11, 0.12, 0.07, -0.09, 0.07, -0.30, 0.08, 0.07]
}

***

Record 2
{
  "formula": "C3H5NO2",
  "method": "ωB97M-V/def2-TZVPD",
  "largest_force_ha_per_bohr": 0.0094,
  "homo_lumo_gap_ha": 0.4187,
  "smiles": "[H]/N=C/O[C@@H]1CO1",
  "total_charge": 0,
  "de_lowest_kcal_mol": 61.2,
  "elements": ["N", "O", "H", "H", "H", "H", "C", "C", "H", "C", "O"],
  "positions_angstrom": [[1.523, 0.490, 1.038], [-0.216, 1.229, -0.280], [-1.870, -1.737, 0.366], [-0.185, -1.260, 0.974], [2.540, 0.418, 1.003], [-2.020, 0.532, -0.830], [-0.980, -1.121, 0.248], [-1.071, 0.148, -0.462], [1.720, 1.292, -0.892], [1.105, 0.974, -0.048], [-0.547, -0.965, -1.118]],
  "lowdin_charge": [0.14, -0.01, 0.11, 0.10, 0.06, 0.16, -0.07, -0.35, 0.14, -0.28, 0.00]
}

***

Record 3
{
  "formula": "C4H11N2O",
  "method": "ωB97M-V/def2-TZVPD",
  "largest_force_ha_per_bohr": 0.1074,
  "homo_lumo_gap_ha": 0.3896,
  "smiles": "C=C(O)[C@](C)(N)[NH3+]",
  "total_charge": 1,
  "de_lowest_kcal_mol": 65.8,
  "elements": ["H", "H", "H", "H", "H", "H", "H", "H", "H", "H", "C", "H", "C", "O", "N", "C", "N", "C"],
  "positions_angstrom": [[-0.971, -2.005, 0.369], [-1.546, 0.369, 1.661], [-2.101, 0.795, -0.556], [1.265, 1.860, 0.908], [0.373, -1.925, -0.927], [2.834, -0.976, -0.372], [-1.002, 0.814, -1.765], [-0.097, -0.398, 2.145], [-1.207, -1.308, -1.280], [-0.733, 1.889, -0.307], [1.943, 1.062, 0.672], [2.978, 1.318, 0.729], [-0.235, -0.156, 0.138], [1.930, -1.106, -0.369], [-0.884, -0.302, 1.370], [-1.077, 0.924, -0.728], [-0.610, -1.583, -0.512], [1.342, 0.016, 0.104]],
  "lowdin_charge": [0.16, 0.09, 0.07, 0.07, 0.20, 0.10, 0.07, 0.18, 0.13, 0.10, 0.11, 0.08, -0.43, 0.06, 0.07, 0.03, 0.22, -0.31]
}

***

Record 4
{
  "formula": "C17H32MnN3O3PS2",
  "method": "ωB97M-V/def2-TZVPD",
  "largest_force_ha_per_bohr": 0.0146,
  "homo_lumo_gap_ha": [0.2534, 0.2559],
  "total_charge": 0,
  "multiplicity": 2,
  "de_lowest_kcal_mol": 11.5,
  "elements": ["H", "H", "C", "H", "H", "H", "H", "C", "H", "H", "C", "H", "C", "H", "H", "S", "O", "H", "H", "H", "H", "H", "C", "H", "H", "H", "S", "P", "H", "H", "H", "C", "N", "H", "H", "C", "C", "C", "C", "C", "H", "N", "C", "Mn", "C", "H", "H", "C", "H", "H", "H", "C", "H", "O", "N", "H", "C", "O", "C"],
  "positions_angstrom": [[-0.671, -4.326, -0.229], [-1.645, -0.742, 1.977], [0.050, -3.117, 1.407], [-2.176, -0.712, 0.270], [-4.657, 0.372, 0.204], [2.511, 2.192, -5.985], [-0.708, -2.357, 1.212], [-0.365, -4.443, 0.812], [0.175, -3.193, 2.487], [-5.116, 0.333, 1.917], [-2.492, -0.586, 1.317], [3.547, -2.054, -2.648], [-0.026, 0.661, -3.475], [1.499, 0.662, 1.822], [-4.779, 1.875, 1.114], [1.274, 1.777, -1.290], [1.298, -2.703, 0.845], [-2.649, 5.065, 1.358], [2.778, 2.559, -3.554], [3.823, -0.811, 3.156], [-3.243, -1.348, 1.522], [-1.621, 4.077, 0.317], [3.421, -2.167, -1.575], [2.108, -1.177, 3.379], [0.474, -5.139, 0.847], [2.770, 0.358, 3.974], [-1.214, -0.067, -2.388], [1.446, -1.311, 0.044], [3.614, -3.693, -0.054], [-3.888, 2.241, 3.324], [-1.195, -4.871, 1.378], [1.797, 1.766, -5.290], [-3.078, 0.720, 1.554], [-0.996, -0.144, -5.201], [-2.821, 3.578, 3.768], [-4.487, 0.833, 1.180], [2.822, -0.378, 3.169], [0.729, 1.004, -5.756], [-1.993, 4.196, 1.333], [2.523, 0.280, 1.840], [3.185, 1.122, 1.649], [-2.764, 3.030, 1.730], [1.042, 1.436, -3.007], [-0.181, 0.261, -0.380], [-3.487, 3.193, 2.988], [-0.455, 2.437, 1.036], [-1.149, 4.389, 2.007], [-0.165, 0.459, -4.852], [0.598, 0.833, -6.818], [4.672, -3.892, -1.465], [2.945, -4.266, -1.591], [-2.234, 1.793, 1.436], [4.085, -1.466, -1.073], [2.058, -1.768, -1.331], [-1.024, 1.601, 1.028], [-4.310, 3.896, 2.861], [3.674, -3.592, -1.138], [2.721, -0.647, 0.766], [1.947, 1.972, -3.930]],
  "mulliken_spin": [0.00, 0.01, -0.02, 0.02, 0.00, 0.00, 0.02, 0.00, 0.00, 0.00, -0.01, 0.00, 0.02, -0.01, 0.00, -0.02, 0.01, 0.00, 0.00, 0.00, 0.00, 0.00, 0.00, 0.00, 0.00, 0.00, -0.03, -0.07, 0.00, 0.00, 0.00, -0.01, 0.00, 0.00, 0.00, 0.00, 0.01, 0.01, 0.00, 0.04, 0.00, 0.00, -0.02, 1.05, 0.00, 0.01, 0.00, -0.01, 0.00, 0.00, 0.00, 0.01, 0.00, 0.00, -0.02, 0.00, 0.00, 0.02, 0.01]
}

***

Record 5
{
  "formula": "C29H24Cl5F2IrN3O4",
  "method": "ωB97M-V/def2-TZVPD",
  "largest_force_ha_per_bohr": 0.1104,
  "homo_lumo_gap_ha": 0.1508,
  "total_charge": 1,
  "de_lowest_kcal_mol": 335.0,
  "elements": ["C", "H", "C", "C", "Cl", "C", "C", "H", "C", "Cl", "C", "C", "H", "H", "O", "C", "H", "C", "C", "Cl", "H", "H", "H", "Cl", "H", "H", "Cl", "C", "C", "H", "H", "C", "H", "H", "N", "O", "C", "C", "N", "H", "C", "H", "C", "H", "H", "C", "C", "H", "F", "Ir", "C", "H", "F", "C", "H", "H", "H", "N", "C", "C", "C", "O", "O", "C", "H", "C", "C", "C"],
  "positions_angstrom": [[0.731, -3.330, 0.270], [3.108, -5.628, -1.420], [-6.646, 2.171, 1.633], [0.057, 5.776, 1.382], [-0.635, 8.394, 1.187], [4.156, -6.057, 1.217], [2.090, -3.149, 0.005], [-6.317, 3.372, -1.540], [3.433, 0.709, -1.304], [1.326, 6.298, 2.419], [4.265, 0.993, -0.063], [3.634, -4.723, -1.094], [5.230, -4.306, 1.108], [2.046, -5.927, 0.866], [0.046, 4.711, -2.799], [2.510, -1.894, -0.406], [5.768, -4.202, -1.100], [0.252, -1.049, -0.267], [-5.992, 0.358, 0.153], [-1.192, 2.812, -0.914], [3.888, 1.875, 0.455], [3.436, 1.572, -1.968], [-5.244, -1.586, 0.730], [-3.368, 7.389, -0.025], [3.555, -3.994, -1.896], [3.567, -1.744, -0.577], [1.053, 3.287, 1.590], [-6.599, 3.056, 0.518], [1.136, 1.421, -1.028], [2.616, -4.780, 2.078], [1.522, 2.388, -1.316], [-0.006, 4.034, -1.893], [-6.918, 2.571, 2.601], [-6.397, 0.170, 2.288], [5.276, -5.226, 0.665], [-2.432, 1.977, -0.945], [-0.060, 4.482, 1.008], [1.606, -0.842, -0.563], [3.060, -4.185, 0.132], [4.123, -6.962, 0.613], [-0.803, -0.008, -0.403], [6.183, -5.640, 0.877], [-5.939, 1.276, -0.969], [-5.683, -1.455, -1.028], [5.300, 1.184, -0.345], [-1.212, 4.065, 0.280], [-0.170, -2.308, 0.153], [5.457, -5.936, -1.312], [-6.913, 4.349, 0.769], [-4.031, 0.581, -0.435], [-2.442, 4.871, 0.227], [4.245, 0.157, 0.637], [0.287, -4.548, 0.631], [-6.352, 0.863, 1.457], [3.828, -0.124, -1.884], [-6.146, 0.902, -1.970], [4.396, -6.331, 2.241], [2.029, 0.421, -0.985], [-5.393, -0.926, -0.122], [2.855, -5.240, 1.120], [-6.291, 2.660, -0.726], [-1.961, -0.322, -0.187], [-3.548, 4.461, -0.034], [-0.183, 1.281, -0.744], [-1.222, -2.470, 0.354], [5.116, -5.027, -0.820], [-0.957, 6.723, 0.971], [-2.134, 6.309, 0.445]],
  "lowdin_charge": [-0.18, 0.14, -0.02, -0.72, 0.71, -0.07, -0.15, 0.12, -0.18, 0.68, -0.05, -0.12, 0.18, 0.13, 0.19, 0.06, 0.13, -0.03, -0.48, 1.20, 0.08, 0.13, 0.05, 0.77, 0.14, 0.11, 0.74, -0.30, -0.09, 0.14, 0.11, -0.17, 0.11, 0.11, 0.05, -0.61, -0.70, -0.11, -0.11, 0.14, -0.30, 0.19, -0.25, 0.05, 0.09, -0.35, 0.11, 0.14, 0.04, 0.92, -0.46, 0.07, 0.08, -0.05, 0.12, 0.10, 0.14, -0.03, -0.21, -0.13, -0.03, -0.07, 0.07, -0.15, 0.15, -0.07, -0.70, -0.61]
}

***

Record 6
{
  "formula": "C2HO4S",
  "method": "ωB97M-V/def2-TZVPD",
  "largest_force_ha_per_bohr": 0.1086,
  "homo_lumo_gap_ha": 0.3026,
  "total_charge": -1,
  "de_lowest_kcal_mol": 64.6,
  "elements": ["H", "C", "C", "O", "O", "S", "O", "O"],
  "positions_angstrom": [[-1.636, -0.725, -0.164], [-0.414, 1.249, 0.073], [-1.124, -0.352, 0.667], [0.734, -1.484, -1.264], [-1.000, 2.280, -0.065], [0.711, -0.811, 0.041], [1.897, -1.075, 0.881], [0.831, 0.919, -0.170]],
  "lowdin_charge": [-0.09, -0.61, -0.09, -0.39, 0.05, 0.68, -0.39, -0.16]
}

***

- Number 6 is which compound?
  C2HO4S